ORCA calculation (the ωB97M-V functional and the def2-TZVPD basis) on one molecule with the formula C2H5N3O in a non-equilibrium geometry.

Calculated values
* ΔE to the lowest compared entry with this formula, charge and spin: 34.53 kJ/mol
* charge: 0
* SMILES: [H]/N=C\NC(N)=O
* HOMO-LUMO gap: 10.6 eV
* 2S+1: 1

The geometry in XYZ format:
```
11
Properties=species:S:1:pos:R:3:mulliken_charge:R:1
N -2.042 -0.077 0.242 -0.4515
C -0.880 -0.621 -0.295 0.5290
O -0.867 -1.638 -0.953 -0.5664
N 0.259 0.118 0.055 -0.2596
C 1.622 -0.117 -0.200 0.1273
N 2.579 0.633 0.164 -0.6094
H -2.886 -0.493 -0.130 0.2591
H -2.117 0.925 0.355 0.2234
H 0.099 0.870 0.711 0.1968
H 1.970 -1.030 -0.665 0.3633
H 2.263 1.431 0.716 0.1881
```

ORCA calculation (the ωB97M-V functional and the def2-TZVPD basis) on one molecule with the formula C2H5N3O in a non-equilibrium geometry.

Calculated values
* ΔE to the lowest compared entry with this formula, charge and spin: 353.95 kJ/mol
* charge: 0
* SMILES: [H]/N=C(\N)ON=C
* HOMO-LUMO gap: 10.3 eV
* 2S+1: 1

The geometry in XYZ format:
```
11
Properties=species:S:1:pos:R:3:mulliken_charge:R:1
C 0.917 0.245 -0.096 0.6336
C -2.473 -0.076 0.086 -0.1982
H 1.577 -1.726 -0.231 0.2237
H 2.800 -0.476 0.320 0.2254
H 2.020 1.745 0.072 0.2048
H -3.293 0.583 -0.099 0.3221
H -2.757 -1.163 0.645 0.2162
N 1.849 -0.766 -0.105 -0.4311
N 1.022 1.491 0.006 -0.6089
N -1.362 0.523 -0.356 -0.4368
O -0.300 -0.381 -0.242 -0.1508
```

ORCA calculation (the ωB97M-V functional and the def2-TZVPD basis) on one molecule with the formula C2H5N3O.

Calculated values
* ΔE to the lowest compared entry with this formula, charge and spin: 25.05 kJ/mol
* charge: 0
* SMILES: [H]/N=C/NC(N)=O
* HOMO-LUMO gap: 11.0 eV
* 2S+1: 1

The geometry in XYZ format:
```
11
Properties=species:S:1:pos:R:3:mulliken_charge:R:1
N -2.051 -0.142 0.031 -0.4461
C -0.839 -0.227 -0.611 0.5467
O -0.592 -1.034 -1.484 -0.5756
N 0.104 0.709 -0.163 -0.2951
C 1.421 0.225 -0.110 0.0437
N 2.050 0.254 0.988 -0.6476
H -2.628 -0.960 -0.089 0.2530
H -2.087 0.278 0.946 0.2227
H -0.137 1.211 0.683 0.2728
H 1.779 -0.170 -1.061 0.3634
H 2.979 -0.145 0.872 0.2620
```

Let's list lowest unoccupied orbital energy in order: 0.58, 0.88, 0.84 eV.
Let's list highest occupied orbital energy in order: -10.1, -9.5, -10.1 eV.